# 1
{"formula": "C16H13Cl4N4O2SYb", "method": "wB97M-V/def2-TZVPD", "species": ["Yb", "Cl", "C", "C", "Cl", "C", "Cl", "C", "O", "C", "O", "C", "Cl", "C", "C", "C", "C", "N", "N", "C", "H", "H", "H", "H", "H", "H", "H", "H", "C", "C", "C", "C", "N", "C", "S", "N", "H", "H", "H", "H", "H"], "coordinates": [[-1.3322, 0.4633, -0.7120], [1.9366, 0.1820, 5.0414], [1.4005, -0.1506, 3.4354], [2.1855, -0.9011, 2.5668], [3.7147, -1.5172, 3.0787], [1.7300, -1.1537, 1.2697], [2.6881, -2.0439, 0.1422], [0.5037, -0.6787, 0.8310], [0.0550, -0.9081, -0.4406], [-0.2949, 0.0928, 1.7140], [-1.4660, 0.5907, 1.2714], [0.1695, 0.3428, 3.0001], [-0.8330, 1.3010, 4.0278], [-1.5838, 5.8049, 0.3975], [-0.7365, 4.6027, 0.1364], [0.5660, 4.3011, 0.4843], [0.8082, 3.0203, -0.0297], [-0.2753, 2.5612, -0.6552], [-1.2029, 3.5449, -0.5331], [2.0459, 2.1884, 0.0874], [-0.9694, 6.7029, 0.4163], [-2.0880, 5.7171, 1.3608], [-2.3455, 5.9293, -0.3723], [1.2530, 4.9226, 1.0380], [-2.0920, 3.4253, -1.0091], [2.9331, 2.8078, -0.0377], [2.0682, 1.3996, -0.6641], [2.1036, 1.7163, 1.0696], [-3.3984, -2.0575, 1.1401], [-4.0736, -0.8518, 0.5660], [-5.2413, -0.3536, 1.0890], [-5.7519, 0.7931, 0.5075], [-5.1804, 1.4360, -0.5081], [-4.0605, 0.8840, -0.9925], [-3.1699, 1.6410, -2.2941], [-3.5049, -0.2489, -0.4908], [-4.0265, -2.9413, 1.0138], [-3.2324, -1.9124, 2.2075], [-2.4434, -2.2466, 0.6601], [-5.7243, -0.8288, 1.9318], [-6.6649, 1.2361, 0.8934]], "forces_ev_per_angstrom": [[-1.39, 1.79, -2.68], [0.00, -0.04, -0.08], [-0.01, 0.02, 0.02], [0.03, -0.01, -0.03], [-0.09, 0.04, -0.02], [0.16, -0.09, -0.05], [-0.02, 0.03, 0.09], [-0.03, -0.31, -0.36], [1.75, -1.37, 1.23], [-0.14, 0.12, 0.09], [0.38, -0.45, 1.89], [-0.02, 0.07, 0.05], [0.06, -0.03, 0.01], [0.06, -0.04, -0.01], [-0.05, 0.19, 0.06], [0.08, 0.02, 0.00], [0.24, -0.18, 0.12], [-0.02, 0.30, -0.06], [-0.04, -0.01, -0.12], [-0.04, 0.08, 0.01], [0.00, -0.02, 0.02], [0.02, -0.01, -0.01], [0.02, -0.04, 0.00], [-0.06, -0.06, -0.06], [-0.04, 0.00, -0.01], [-0.01, 0.01, -0.01], [-0.03, 0.00, -0.02], [0.00, 0.03, 0.02], [-0.04, 0.02, 0.02], [0.31, -0.21, -0.20], [-0.28, 0.01, 0.11], [-0.05, 0.26, -0.13], [0.08, -0.25, 0.01], [-0.30, 0.01, 0.03], [-0.22, -0.01, -0.01], [-0.42, 0.00, 0.16], [-0.02, 0.03, 0.00], [0.01, 0.00, 0.01], [0.10, 0.02, -0.06], [-0.01, 0.04, -0.04], [0.01, 0.02, -0.04]], "lowdin_spin": [1.0032, 0.0000, -0.0001, 0.0000, 0.0000, 0.0000, 0.0000, 0.0002, -0.0004, 0.0000, -0.0005, 0.0000, 0.0000, 0.0000, 0.0001, 0.0000, 0.0000, -0.0007, 0.0001, 0.0000, 0.0000, 0.0000, 0.0000, 0.0000, 0.0000, 0.0000, 0.0000, 0.0000, 0.0000, 0.0000, -0.0001, -0.0001, 0.0000, 0.0000, -0.0009, -0.0008, 0.0000, 0.0000, 0.0000, 0.0000, 0.0000], "multiplicity": 2, "de_lowest_kcal_mol": 0.0, "lumo_energy_ha": [0.0052, 0.0048], "gap_ev": [8.2, 8.2]}

# 2
{"formula": "C2H8OS2", "method": "wB97M-V/def2-TZVPD", "species": ["C", "S", "S", "C", "H", "H", "H", "H", "H", "H", "H", "H", "O"], "coordinates": [[-0.5762, -1.4729, 1.0475], [-1.7856, -0.2896, 0.6273], [2.0981, -0.3817, -0.0406], [1.3136, 1.2985, 0.0002], [-0.1888, -2.0952, 0.2405], [-0.9655, -2.2671, 1.7023], [0.2954, -1.0152, 1.5810], [0.3007, 1.1860, 0.4254], [1.2643, 1.5135, -1.0618], [1.9462, 1.9490, 0.5950], [-1.3686, 0.7335, -1.2561], [-1.7908, 1.3469, -2.5863], [-1.0729, 1.3664, -1.9480]], "forces_ev_per_angstrom": [[-0.20, -1.03, -0.85], [0.62, 0.10, 0.50], [-1.26, 1.24, 0.86], [1.92, -2.30, -0.46], [0.01, 0.49, -0.44], [0.06, 0.56, 0.60], [0.38, 0.26, 0.00], [-0.79, -0.17, 0.02], [-0.54, 0.58, 0.11], [-0.27, 0.16, 0.04], [0.26, 0.30, -0.42], [0.01, 0.07, -0.13], [-0.22, -0.27, 0.19]], "lowdin_charge": [-0.6729, 0.6454, 0.6140, -0.4717, 0.0131, 0.0506, 0.0100, -0.0165, 0.0092, 0.0233, -0.1094, 0.0300, -0.1250], "de_lowest_kcal_mol": 103.2, "lumo_energy_ha": -0.1413, "gap_ev": 4.8}

# 3
{"formula": "C31H55BF7N10O3S", "method": "wB97M-V/def2-TZVPD", "species": ["C", "C", "N", "C", "C", "N", "C", "C", "H", "H", "H", "H", "H", "H", "H", "H", "H", "H", "H", "C", "C", "N", "C", "C", "N", "C", "C", "H", "H", "H", "H", "H", "H", "H", "H", "H", "H", "H", "C", "C", "N", "C", "C", "N", "C", "C", "H", "H", "H", "H", "H", "H", "H", "H", "H", "H", "H", "C", "C", "N", "C", "C", "N", "C", "C", "H", "H", "H", "H", "H", "H", "H", "H", "H", "H", "H", "C", "C", "N", "C", "C", "N", "C", "C", "H", "H", "H", "H", "H", "H", "H", "H", "H", "H", "H", "B", "F", "F", "F", "F", "C", "F", "F", "F", "S", "O", "O", "O"], "coordinates": [[11.3630, 16.6634, 7.3304], [11.0074, 16.1926, 8.7619], [9.5571, 16.1975, 9.0971], [8.9939, 16.0109, 10.3078], [7.6138, 16.0370, 10.3052], [7.3377, 16.1447, 8.9819], [8.4591, 16.1889, 8.2369], [5.9436, 16.2101, 8.5035], [11.1510, 17.7124, 7.1238], [10.7893, 16.1133, 6.5845], [12.4473, 16.5918, 7.2450], [11.5516, 16.8383, 9.4511], [11.3102, 15.1821, 9.0361], [9.6318, 15.8760, 11.1688], [6.8708, 16.0013, 11.0883], [8.4745, 16.2278, 7.1577], [5.5506, 17.2268, 8.4993], [5.2504, 15.5251, 8.9918], [5.9987, 15.9798, 7.4395], [-0.8030, 12.1281, 8.9186], [-0.5624, 13.4410, 9.6674], [0.7261, 13.5555, 10.3691], [1.7294, 12.5391, 10.5357], [2.7725, 13.1717, 11.2692], [2.4635, 14.4657, 11.3906], [1.1924, 14.6570, 10.9162], [3.2529, 15.3587, 12.1499], [-1.6994, 12.0966, 8.2993], [-0.8559, 11.2172, 9.5149], [0.0080, 11.8484, 8.2461], [-1.2976, 13.6446, 10.4459], [-0.6248, 14.2261, 8.9139], [1.5542, 11.5658, 10.1017], [3.7519, 12.8325, 11.5727], [0.6785, 15.6058, 10.8690], [4.2853, 15.3441, 11.8007], [3.2482, 15.0138, 13.1839], [3.0147, 16.4222, 12.1388], [2.7688, 11.8298, 2.9560], [3.1544, 10.7358, 3.9803], [3.2482, 11.3276, 5.3631], [2.2214, 11.9622, 6.0722], [2.7588, 12.4106, 7.2537], [4.1084, 11.9927, 7.3023], [4.3632, 11.2663, 6.1253], [5.1190, 12.3837, 8.3475], [1.9345, 12.4421, 3.2980], [2.4501, 11.3258, 2.0435], [3.5194, 12.6063, 2.8085], [4.0103, 10.1443, 3.6554], [2.2874, 10.0767, 4.0258], [1.2208, 11.9865, 5.6664], [2.4053, 13.0062, 8.0824], [5.2990, 10.7771, 5.8987], [5.5356, 11.6074, 8.9894], [4.6931, 13.0227, 9.1211], [6.0169, 12.8562, 7.9491], [7.5013, 14.5626, 21.2169], [8.7191, 14.4329, 20.1807], [8.2387, 14.3038, 18.8068], [8.8795, 13.6300, 17.7529], [8.0449, 13.7413, 16.5840], [6.9996, 14.6500, 16.9333], [7.1024, 14.8589, 18.2626], [5.9248, 15.1959, 16.1589], [7.9933, 14.7231, 22.1762], [6.9166, 13.6447, 21.2767], [6.8774, 15.4456, 21.0783], [9.4113, 13.6158, 20.3840], [9.2809, 15.3650, 20.1196], [9.8229, 13.1165, 17.8661], [8.2139, 13.4639, 15.5541], [6.3633, 15.4674, 18.7624], [5.1549, 15.6733, 16.7650], [5.3648, 14.3918, 15.6815], [6.3639, 15.7870, 15.3552], [10.3532, 11.9293, 8.2119], [9.2792, 12.4262, 9.2150], [8.5078, 11.2667, 9.7269], [7.8063, 10.3454, 8.9667], [7.0631, 9.5228, 9.9340], [7.3585, 9.9772, 11.1580], [8.1803, 11.0549, 11.0216], [6.8724, 9.3442, 12.3553], [9.9658, 11.3750, 7.3570], [11.0949, 11.2901, 8.6910], [10.9215, 12.7391, 7.7545], [8.6035, 13.1154, 8.7084], [9.7276, 12.9256, 10.0737], [7.9472, 10.4124, 7.8981], [6.4329, 8.6643, 9.7546], [8.6159, 11.4820, 11.9128], [7.5040, 8.4635, 12.4711], [5.8192, 9.0798, 12.2601], [7.0510, 10.0833, 13.1362], [6.2539, 13.5633, 12.8908], [6.8156, 14.7596, 13.2149], [4.9714, 13.5235, 13.4016], [6.2861, 13.3741, 11.5311], [6.9941, 12.6933, 13.5838], [9.7746, 10.0138, 15.3298], [10.7082, 10.7889, 15.9765], [9.3241, 9.0312, 16.0344], [8.6621, 10.7280, 14.9803], [10.6361, 9.3555, 13.6929], [10.6923, 10.5762, 12.8724], [12.0085, 8.9842, 14.0512], [9.7747, 8.2350, 13.2478]], "forces_ev_per_angstrom": [[-0.64, -0.23, 0.68], [0.25, 0.37, -0.19], [-3.42, -0.36, -2.09], [0.37, 0.20, 2.95], [2.35, -0.05, -0.60], [-1.07, -0.11, -0.60], [1.07, 0.55, 0.97], [0.48, 0.41, -1.69], [-0.21, 0.11, 0.54], [0.58, -0.34, -0.18], [-0.15, -0.46, -0.36], [-0.49, 0.15, 0.26], [0.34, -0.08, -0.59], [-0.04, 0.21, 0.05], [0.26, -0.15, -0.05], [0.08, 0.20, 0.15], [0.18, 0.05, 0.56], [0.52, 0.00, 0.27], [-0.26, -0.30, -0.02], [0.59, -1.08, 0.20], [-0.86, -0.21, -0.40], [2.46, -1.80, 0.14], [0.13, 2.39, 1.14], [-1.19, -2.59, -2.50], [-3.28, 0.41, -0.76], [1.07, 0.78, -0.03], [1.55, 1.44, 1.44], [-0.08, 0.61, 0.25], [-0.27, 0.29, 0.65], [0.28, 0.57, -0.28], [-0.31, -0.20, -0.30], [0.15, 0.27, 0.26], [0.23, 0.01, 0.42], [-0.19, -0.22, 0.18], [0.09, 0.02, 0.26], [-0.03, -0.40, 0.02], [0.13, 0.20, -0.10], [-0.89, -0.27, -0.37], [0.07, 0.20, 0.64], [-1.84, 0.91, -0.38], [1.64, -0.87, 1.00], [1.17, -0.06, 0.12], [1.45, -0.58, -0.50], [0.26, -0.94, -1.45], [-1.86, 2.19, 1.64], [-0.11, -0.13, 0.35], [-0.41, -0.43, 0.17], [0.31, 0.27, -0.11], [0.48, -0.52, -0.38], [0.25, 0.31, 0.66], [0.19, -0.29, 0.08], [0.13, 0.25, 0.07], [-0.32, -0.16, -0.30], [-0.15, 0.12, -0.19], [-0.53, -0.86, -0.60], [-0.46, 0.35, -0.58], [-0.41, 0.25, -0.54], [1.97, -0.24, -0.48], [-1.46, 1.11, 0.73], [-1.83, -0.50, -3.46], [-2.76, 0.51, -1.86], [1.17, 1.77, 2.54], [2.11, -2.12, 2.77], [1.21, 0.00, 0.02], [-0.79, -0.65, -1.33], [-0.13, -0.15, 0.11], [0.01, 0.12, -0.14], [0.06, -0.13, -0.37], [-0.33, -0.02, 0.09], [0.17, -0.03, 0.69], [-0.18, 0.01, 0.10], [-0.08, -0.15, 0.18], [0.29, -0.12, 0.32], [0.64, 0.47, 0.19], [0.28, -0.21, -0.15], [-0.38, 0.34, 0.26], [0.20, 0.08, 0.23], [0.82, -0.84, -0.81], [-1.58, -0.55, 1.43], [-1.16, -1.31, 2.71], [1.89, 1.56, -4.21], [0.81, 1.99, -1.95], [0.23, -1.07, 0.70], [0.65, 0.19, 0.76], [-0.36, -0.04, 0.17], [-0.14, -0.03, 0.17], [-0.17, 0.31, 0.25], [-0.22, -0.01, 0.19], [-0.06, -0.10, -0.04], [-0.40, -0.60, 0.08], [0.08, 0.09, 0.02], [-0.02, 0.54, -0.29], [-0.31, -0.07, 0.48], [0.16, 0.14, 0.00], [-0.30, -0.41, 0.36], [-0.24, 0.75, 1.22], [0.53, 2.81, -0.38], [-1.48, -0.27, -0.21], [-0.31, -0.47, -1.78], [1.63, -3.10, 0.72], [0.63, 0.74, -1.22], [-1.84, -1.09, -0.80], [0.59, -0.58, 0.80], [1.51, 0.13, 0.02], [-2.96, 0.26, 0.59], [0.06, -1.39, 0.32], [0.10, -0.25, -0.23], [1.98, 2.18, 0.54]], "lowdin_spin": [0.0000, 0.0000, 0.0000, 0.0000, 0.0000, 0.0000, 0.0000, 0.0000, 0.0000, 0.0000, 0.0000, 0.0000, 0.0000, 0.0000, 0.0000, 0.0000, 0.0000, 0.0000, 0.0000, 0.0000, 0.0000, 0.0000, 0.0000, 0.0000, 0.0000, 0.0000, 0.0000, 0.0000, 0.0000, 0.0000, 0.0000, 0.0000, 0.0000, 0.0000, 0.0000, 0.0000, 0.0000, 0.0000, 0.0000, 0.0000, 0.0000, 0.0000, 0.0000, 0.0000, 0.0000, 0.0000, 0.0000, 0.0000, 0.0000, 0.0000, 0.0000, 0.0000, 0.0000, 0.0000, 0.0000, 0.0000, 0.0000, 0.0000, 0.0000, 0.0000, 0.0000, 0.0000, 0.0000, 0.0000, 0.0000, 0.0000, 0.0000, 0.0000, 0.0000, 0.0000, 0.0000, 0.0000, 0.0000, 0.0000, 0.0000, 0.0000, 0.0000, 0.0000, -0.0001, 0.0007, 0.0001, 0.0002, 0.0013, 0.0011, 0.0000, 0.0000, 0.0000, 0.0000, 0.0000, 0.0000, 0.0000, 0.0007, 0.0006, 0.0001, -0.0002, 0.0000, 0.0000, 0.0000, 0.0000, 0.0000, -0.0098, -0.0023, -0.0022, -0.0022, -0.0534, 0.2998, 0.5344, 0.2312], "multiplicity": 2, "total_charge": 4, "lumo_energy_ha": [-0.3189, -0.4586], "gap_ev": [8.7, 4.9]}

# 4
{"formula": "C8H17NO", "method": "wB97M-V/def2-TZVPD", "species": ["C", "C", "C", "C", "O", "N", "C", "C", "C", "C", "H", "H", "H", "H", "H", "H", "H", "H", "H", "H", "H", "H", "H", "H", "H", "H", "H"], "coordinates": [[-2.5493, 0.2296, -0.9056], [-2.0119, -0.1978, 0.4676], [-1.6329, -1.6781, 0.5052], [-0.9215, 0.7496, 0.9210], [-1.3371, 1.7014, 1.7519], [0.3352, 0.9491, 0.7286], [1.3862, 0.3093, -0.0469], [2.5219, 1.3461, -0.0936], [0.9816, -0.0309, -1.4882], [1.8930, -0.9460, 0.6812], [-3.4234, -0.3707, -1.1595], [-1.8038, 0.0940, -1.6862], [-2.8439, 1.2783, -0.8915], [-2.8088, -0.0343, 1.1982], [-0.9067, -1.9357, -0.2624], [-1.2212, -1.9525, 1.4762], [-2.5250, -2.2815, 0.3342], [-0.2664, 2.0601, 1.7427], [2.8181, 1.6225, 0.9172], [2.1903, 2.2449, -0.6126], [3.3894, 0.9422, -0.6147], [1.8588, -0.3535, -2.0496], [0.5623, 0.8473, -1.9790], [0.2483, -0.8325, -1.5254], [2.1882, -0.6915, 1.6986], [1.1216, -1.7107, 0.7321], [2.7573, -1.3587, 0.1605]], "forces_ev_per_angstrom": [[0.02, 0.01, 0.14], [0.12, 0.00, -0.09], [-0.03, 0.14, 0.06], [0.90, 0.10, -0.17], [1.68, 1.10, 0.45], [0.16, -0.80, -0.62], [0.08, -0.19, -0.13], [-0.12, -0.21, -0.04], [0.04, 0.07, 0.22], [-0.07, 0.21, -0.10], [-0.01, 0.00, 0.00], [0.03, -0.02, -0.02], [-0.02, 0.02, -0.02], [0.05, -0.03, -0.06], [0.02, -0.02, -0.01], [0.02, -0.03, 0.01], [-0.01, 0.00, -0.01], [-2.86, -0.27, 0.49], [-0.01, 0.01, 0.03], [-0.02, 0.04, -0.01], [0.05, -0.02, -0.04], [0.02, -0.01, -0.03], [-0.01, 0.04, -0.03], [-0.03, -0.05, -0.02], [0.02, 0.01, 0.03], [-0.04, -0.06, -0.01], [0.04, -0.03, -0.01]], "lowdin_charge": [-0.0488, -0.3274, -0.0612, -0.4017, 0.0048, 0.1036, -0.6116, -0.0593, -0.0425, -0.0376, 0.0816, 0.0623, 0.0869, 0.1367, 0.0567, 0.0844, 0.0820, 0.2063, 0.0783, 0.0800, 0.0785, 0.0839, 0.0857, 0.0533, 0.0840, 0.0581, 0.0830], "de_lowest_kcal_mol": 38.6, "lumo_energy_ha": 0.0320, "gap_ev": 10.1, "smiles": "CC(C)/C(O)=N\\C(C)(C)C"}